Computed, not measured: C40H32F9OP2Sm as an isolated structure in a non-equilibrium geometry, with ωB97M-V/def2-TZVPD.

Geometry (Å):
C 3.36 0.12 -2.57
C 3.34 -0.29 -1.24
C 4.07 -1.45 -0.92
C 4.84 -2.13 -1.87
C 4.97 -1.64 -3.17
C 4.18 -0.51 -3.50
P 2.19 0.52 -0.09
C 3.13 0.16 1.47
C 2.63 -0.82 2.35
C 3.28 -1.06 3.57
C 4.48 -0.42 3.86
C 5.05 0.47 2.94
C 4.35 0.78 1.77
Sm -0.13 -0.96 0.63
P -0.24 -1.31 -2.19
C 0.72 -2.84 -2.42
C 1.38 -3.16 -3.63
C 2.18 -4.29 -3.72
C 2.44 -5.06 -2.58
C 1.82 -4.74 -1.37
C 0.92 -3.68 -1.30
C -1.98 -1.86 -1.80
C -2.93 -0.89 -1.41
C -4.20 -1.27 -1.03
C -4.58 -2.61 -1.06
C -3.67 -3.57 -1.51
C -2.39 -3.20 -1.89
C -0.34 -0.34 -3.73
C -0.04 1.05 -3.68
C -0.12 1.83 -4.84
C -0.54 1.22 -6.04
C -0.88 -0.14 -6.10
C -0.78 -0.92 -4.94
C 2.53 2.28 -0.46
C 3.66 2.83 -1.09
C 3.76 4.21 -1.32
C 2.74 5.07 -0.91
C 1.64 4.54 -0.24
C 1.53 3.17 -0.01
H -2.66 0.17 -1.37
H -4.89 -0.53 -0.63
H -5.56 -2.92 -0.68
H -3.93 -4.63 -1.47
H -1.69 -3.95 -2.24
H 1.24 -2.53 -4.50
H 2.68 -4.52 -4.67
H 3.18 -5.86 -2.64
H 2.08 -5.29 -0.47
H 0.38 -3.58 -0.34
H 0.31 1.52 -2.75
H 0.12 2.90 -4.83
H -0.66 1.82 -6.95
H -1.23 -0.61 -7.03
H -1.02 -1.99 -4.98
H 4.47 2.20 -1.42
H 4.62 4.58 -1.88
H 2.82 6.13 -1.15
H 0.84 5.22 0.06
H 0.64 2.80 0.52
H 1.76 -1.47 2.13
H 2.84 -1.75 4.29
H 5.02 -0.61 4.79
H 6.01 0.97 3.13
H 4.74 1.52 1.08
H 4.05 -1.83 0.10
H 5.30 -3.09 -1.61
H 5.58 -2.23 -3.87
H 3.99 -0.02 -4.47
H 2.79 0.96 -2.99
H 3.45 -2.23 -5.45
H 3.25 -1.51 -5.23
F -3.55 -1.03 1.84
C -2.69 -0.43 2.72
F -3.30 -0.32 3.91
F -1.65 -1.38 2.82
C -2.11 0.93 2.25
O -1.31 0.76 1.11
C -3.22 1.91 1.79
F -4.16 2.25 2.70
F -2.67 3.06 1.33
F -3.86 1.36 0.71
C -1.22 1.59 3.33
F -1.90 1.95 4.43
F -0.24 0.69 3.71
F -0.57 2.68 2.84

Output
Total charge: +2
Energy above the lowest of the compared OMol25 structures with the same formula, charge and spin: 0.197 eV
Spin multiplicity: 6
Orbital gap (alpha / beta): 6.19 / 7.91 eV
⟨S²⟩: 8.777
DFT total energy: -3857.64750 hartree

Results of the Löwdin charge analysis, in e, for atoms 1 through 4:
1. C -0.13
2. C -0.38
3. C -0.07
4. C -0.06



Computed, not measured: C40H32N9O4Sc as an isolated structure in a non-equilibrium geometry, with ωB97M-V/def2-TZVPD.

Geometry (Å):
Sc -0.71 0.82 -0.44
C 0.09 -3.95 -0.58
C -0.74 -2.84 -0.40
N -0.30 -1.75 0.22
C 0.94 -1.77 0.70
C 1.78 -2.84 0.44
N 1.36 -3.93 -0.20
C 1.29 -0.66 1.62
C 2.26 -0.79 2.60
C 2.41 0.22 3.54
C 1.54 1.30 3.48
C 0.60 1.36 2.48
N 0.50 0.42 1.54
C -0.40 2.46 2.37
C -0.61 3.40 3.37
N -1.50 4.38 3.25
C -2.19 4.42 2.12
C -2.00 3.48 1.11
N -1.12 2.50 1.25
C 3.43 0.12 4.61
C 3.76 -1.10 5.18
C 4.71 -1.14 6.19
N 5.35 -0.06 6.64
C 5.03 1.11 6.08
C 4.09 1.25 5.08
H -0.28 -4.84 -1.06
H -1.76 -2.82 -0.76
H 2.83 -2.83 0.74
H 2.88 -1.67 2.62
H 1.61 2.08 4.22
H -0.06 3.36 4.30
H -2.91 5.22 2.00
H -2.57 3.52 0.19
H 3.26 -2.01 4.88
H 4.98 -2.09 6.65
H 5.57 1.98 6.46
H 3.90 2.23 4.65
C 3.61 -1.25 -3.84
C 2.74 -1.67 -2.66
C 1.38 -2.18 -3.08
C 1.31 -3.45 -3.63
C 0.10 -4.01 -4.01
C -1.08 -3.29 -3.81
C -1.05 -2.02 -3.25
C -2.33 -1.26 -3.05
C -2.58 -0.21 -4.14
C 0.19 -1.46 -2.89
N 0.21 -0.18 -2.26
C 0.84 0.77 -2.90
C 1.16 2.00 -2.30
C 1.84 3.10 -2.82
C 1.92 4.04 -1.79
C 1.29 3.46 -0.69
N 0.84 2.22 -0.97
H 4.60 -0.91 -3.50
H 3.16 -0.43 -4.41
H 3.76 -2.08 -4.53
H 2.65 -0.83 -1.96
H 3.25 -2.47 -2.12
H 2.22 -4.02 -3.75
H 0.06 -5.01 -4.44
H -2.03 -3.72 -4.10
H -2.33 -0.76 -2.08
H -3.16 -1.97 -3.04
H -1.78 0.53 -4.15
H -3.52 0.32 -3.97
H -2.63 -0.69 -5.12
H 1.15 0.61 -3.93
H 2.22 3.20 -3.83
H 2.37 5.02 -1.82
H 1.15 3.89 0.30
O -7.72 -0.17 0.46
C -6.95 -0.08 1.44
O -7.12 -0.14 2.67
C -5.47 0.07 1.03
C -4.48 -0.58 1.76
C -3.16 -0.47 1.37
N -2.78 0.29 0.34
C -3.74 0.96 -0.35
C -5.08 0.85 -0.05
C -3.23 1.86 -1.46
O -3.96 2.60 -2.06
O -1.92 1.77 -1.63
H -4.75 -1.16 2.63
H -2.37 -0.99 1.90
H -5.81 1.37 -0.66

Output
Total charge: 0
Energy above the lowest of the compared OMol25 structures with the same formula, charge and spin: 0.000 eV
Spin multiplicity: 1
Orbital gap: 5.44 eV
DFT total energy: -3098.20035 hartree

Results of the Löwdin charge analysis, in e, for atoms 1 through 4:
1. Sc 1.03
2. C -0.09
3. C -0.08
4. N 0.11



Computed, not measured: C40H33BrIrN3O5PS2 as an isolated structure in a non-equilibrium geometry, with ωB97M-V/def2-TZVPD.

Geometry (Å):
Ir -0.08 0.45 0.35
Br -0.58 0.60 3.22
C -2.46 0.29 2.89
C -3.26 0.15 4.00
C -4.63 -0.10 3.86
C -5.15 -0.22 2.60
C -4.35 -0.06 1.45
C -4.93 -0.15 0.17
C -4.19 0.16 -0.94
C -2.84 0.50 -0.81
C -2.17 0.44 0.40
C -2.95 0.22 1.57
H -2.82 0.24 4.98
H -5.24 -0.20 4.74
H -6.20 -0.42 2.47
H -5.97 -0.43 0.09
H -4.64 0.13 -1.92
H -2.32 0.80 -1.71
O -0.05 3.16 1.06
C -0.19 2.52 0.01
C -0.25 2.98 -1.32
C -0.42 4.37 -1.54
C -0.44 4.89 -2.81
C -0.29 4.05 -3.92
C -0.10 2.69 -3.73
C -0.08 2.14 -2.46
P 0.27 0.39 -2.15
C 0.02 -0.30 -3.84
C 1.09 -0.51 -4.72
C 0.84 -0.93 -6.01
C -0.46 -1.14 -6.44
C -1.51 -0.97 -5.56
C -1.27 -0.57 -4.26
C 2.09 0.34 -2.08
C 2.64 -1.02 -1.76
C 4.11 -1.11 -1.93
C 4.87 -0.01 -2.21
C 4.29 1.26 -2.36
C 2.91 1.41 -2.29
H -0.53 5.00 -0.68
H -0.58 5.95 -2.96
H -0.31 4.46 -4.92
H 0.06 2.05 -4.59
H 2.10 -0.32 -4.40
H 1.67 -1.07 -6.69
H -0.64 -1.44 -7.47
H -2.52 -1.14 -5.90
H -2.09 -0.45 -3.57
H 2.12 -1.78 -2.37
H 4.56 -2.08 -1.79
H 5.94 -0.11 -2.30
H 4.92 2.11 -2.57
H 2.47 2.38 -2.47
O 2.67 1.95 2.99
S 2.25 2.24 1.63
N 1.67 1.00 0.92
S -1.01 -2.70 -1.11
C -0.48 -4.23 -0.74
N -0.30 -5.14 -1.72
C 0.14 -6.50 -1.48
C -0.32 -6.94 -0.09
C 0.22 -5.92 0.91
N -0.26 -4.61 0.53
H -0.53 -4.85 -2.65
H 1.23 -6.57 -1.56
H -0.29 -7.15 -2.25
H 0.05 -7.94 0.15
H -1.41 -6.95 -0.05
H 1.32 -5.95 0.93
H -0.14 -6.14 1.92
H -0.30 -3.89 1.23
O 4.65 -2.30 2.78
C 3.33 -2.44 2.84
C 2.78 -3.10 3.94
C 1.42 -3.25 4.07
C 0.56 -2.75 3.10
C 1.08 -2.13 1.99
C 2.46 -1.98 1.83
C 3.04 -1.40 0.61
O 4.21 -1.06 0.53
O 2.20 -1.43 -0.42
H 4.87 -1.74 2.00
H 3.46 -3.47 4.70
H 1.01 -3.74 4.94
H -0.51 -2.84 3.22
H 0.43 -1.72 1.21

Output
Total charge: 0
Spin multiplicity: 2
Orbital gap (alpha / beta): 5.93 / 5.66 eV
⟨S²⟩: 0.806
DFT total energy: -5900.51447 hartree

Results of the Löwdin charge analysis, in e, for atoms 1 through 4:
1. Ir 0.92
2. Br 0.92
3. C -0.53
4. C -0.14



Computed, not measured: C40H34AsO6SSiV as an isolated structure in a non-equilibrium geometry, with ωB97M-V/def2-TZVPD.

Geometry (Å):
V 1.64 0.49 1.43
O 3.28 0.52 3.93
C 2.51 1.36 3.19
O 2.93 1.76 2.04
C 1.59 2.22 4.02
O 0.40 2.47 3.30
C -0.72 1.69 3.75
C -0.47 0.20 3.84
O -1.22 -0.44 4.56
O 0.53 -0.25 3.14
H 3.95 0.16 3.34
H 2.09 3.17 4.17
H 1.41 1.74 4.98
H -1.53 1.87 3.05
H -1.03 2.03 4.74
S 3.18 0.21 -0.42
C 2.66 1.24 -1.77
C 3.48 1.19 -2.92
C 3.23 1.94 -4.05
C 2.12 2.79 -4.08
C 1.31 2.85 -2.97
C 1.55 2.10 -1.82
As 0.30 2.29 -0.31
C -0.19 4.16 -0.62
C -1.32 4.60 -1.28
C -1.55 5.97 -1.45
C -0.65 6.90 -0.96
C 0.49 6.46 -0.28
C 0.71 5.10 -0.11
C -1.27 1.43 -1.09
C -2.48 1.56 -0.41
C -3.64 0.98 -0.91
C -3.60 0.26 -2.10
C -2.39 0.12 -2.77
C -1.23 0.71 -2.27
H 4.35 0.53 -2.89
H 3.90 1.87 -4.90
H 1.90 3.38 -4.96
H 0.45 3.51 -3.01
H -2.03 3.89 -1.69
H -2.44 6.30 -1.97
H -0.82 7.96 -1.10
H 1.20 7.18 0.11
H 1.59 4.77 0.42
H -2.53 2.12 0.52
H -4.58 1.08 -0.37
H -4.50 -0.20 -2.49
H -2.34 -0.46 -3.69
H -0.30 0.58 -2.80
O 0.51 -0.59 0.51
Si 0.02 -2.13 0.37
C 1.36 -3.33 0.93
C 2.21 -3.02 2.00
C 3.17 -3.92 2.46
C 3.29 -5.16 1.85
C 2.46 -5.50 0.79
C 1.51 -4.59 0.33
C -1.53 -2.53 1.34
C -2.45 -1.54 1.67
C -3.61 -1.84 2.38
C -3.87 -3.15 2.76
C -2.97 -4.15 2.45
C -1.80 -3.85 1.75
C -0.32 -2.52 -1.43
C 0.62 -2.13 -2.39
C 0.43 -2.41 -3.74
C -0.71 -3.11 -4.14
C -1.65 -3.51 -3.20
C -1.46 -3.21 -1.85
H 2.09 -2.07 2.52
H 3.80 -3.65 3.30
H 4.04 -5.86 2.21
H 2.56 -6.46 0.31
H 0.88 -4.86 -0.51
H -2.24 -0.51 1.39
H -4.30 -1.04 2.65
H -4.77 -3.38 3.32
H -3.16 -5.17 2.76
H -1.10 -4.64 1.52
H 1.51 -1.58 -2.08
H 1.16 -2.09 -4.47
H -0.86 -3.34 -5.20
H -2.54 -4.04 -3.52
H -2.21 -3.51 -1.13

Output
Total charge: -1
Energy above the lowest of the compared OMol25 structures with the same formula, charge and spin: 2.206 eV
Spin multiplicity: 4
Orbital gap (alpha / beta): 6.91 / 6.86 eV
⟨S²⟩: 3.763
DFT total energy: -5863.76543 hartree

Results of the Löwdin charge analysis, in e, for atoms 1 through 4:
1. V 0.60
2. O 0.10
3. C -0.57
4. O -0.17



Computed, not measured: C40H34BBr2F2N6NaOS as an isolated structure in a non-equilibrium geometry, with ωB97M-V/def2-TZVPD.

Geometry (Å):
Na 0.12 -1.26 0.68
C 3.05 -1.98 1.23
N 2.35 -1.47 0.06
C 2.73 -0.09 -0.21
C 1.62 0.82 -0.67
C 1.61 2.22 -0.09
C 1.73 3.29 -1.21
C 0.38 3.83 -1.73
C -0.18 1.24 -2.12
N 0.80 0.39 -1.53
C 2.47 -2.35 -1.09
C 1.21 -3.10 -1.44
C 1.25 -4.33 -2.09
C 0.06 -4.90 -2.51
C -1.12 -4.23 -2.27
C -1.06 -3.02 -1.60
N 0.07 -2.48 -1.18
C 2.69 -1.13 2.42
C 3.60 -0.25 2.99
C 3.15 0.65 3.94
C 1.81 0.62 4.29
C 1.00 -0.34 3.72
N 1.43 -1.19 2.80
H 4.14 -1.99 1.08
H 2.71 -3.00 1.41
H 3.51 -0.02 -0.98
H 3.13 0.34 0.70
H 2.50 2.34 0.56
H 2.47 4.05 -0.93
H 0.63 4.67 -2.39
H -0.59 0.67 -2.96
H 3.30 -3.07 -0.95
H 2.71 -1.75 -1.98
H 2.19 -4.83 -2.28
H 0.06 -5.85 -3.02
H -2.07 -4.63 -2.60
H -1.95 -2.44 -1.38
H 4.64 -0.25 2.69
H 3.82 1.38 4.37
H 1.40 1.34 4.99
H -0.05 -0.43 3.98
Br -2.44 -7.88 1.10
C -1.75 -6.12 1.31
C -0.40 -5.89 1.11
C 0.05 -4.59 1.24
N -0.74 -3.57 1.51
C -2.03 -3.79 1.71
C -2.58 -5.07 1.64
C -2.88 -2.62 1.99
C -3.81 -2.64 3.03
C -4.57 -1.50 3.23
Br -5.85 -1.46 4.65
C -4.41 -0.41 2.40
C -3.46 -0.50 1.39
N -2.72 -1.57 1.19
H 0.28 -6.70 0.87
H 1.09 -4.35 1.10
H -3.64 -5.23 1.80
H -3.92 -3.49 3.68
H -5.00 0.49 2.53
H -3.30 0.32 0.71
O 0.51 2.42 0.75
S -1.59 1.33 -0.95
C -0.74 4.34 -0.87
C -0.47 4.99 0.33
C -1.49 5.57 1.07
C -2.79 5.53 0.60
C -3.06 4.91 -0.60
C -2.05 4.33 -1.34
C 0.35 2.59 -2.68
C -0.24 2.87 -4.02
C 0.46 3.55 -4.94
C 1.83 3.96 -4.70
C 2.50 3.54 -3.63
C 1.90 2.65 -2.60
H 0.55 5.02 0.71
H -1.27 6.05 2.01
H -3.58 5.98 1.18
H -4.08 4.87 -0.98
H -2.27 3.85 -2.28
H -1.25 2.55 -4.20
H 0.02 3.81 -5.89
H 2.30 4.59 -5.44
H 3.55 3.80 -3.49
H 2.44 1.70 -2.62
F -0.48 0.36 1.36
B -0.70 1.70 0.76
F -1.60 2.30 1.60

Output
Total charge: 0
Energy above the lowest of the compared OMol25 structures with the same formula, charge and spin: 0.007 eV
Spin multiplicity: 1
Orbital gap: 7.08 eV
DFT total energy: -7881.71876 hartree

Results of the Löwdin charge analysis, in e, for atoms 1 through 4:
1. Na 0.22
2. C -0.12
3. N -0.16
4. C -0.09